{"formula": "C43H56BrO4P2PdSbSi3", "method": "ωB97M-V/def2-TZVPD", "homo_energy_ev": -0.235, "e_tot_ev": -175964.6877, "total_charge": -2, "homo_lumo_gap_ev": 4.043, "elements": ["Pd", "C", "Si", "C", "C", "Sb", "Si", "C", "C", "C", "Si", "C", "C", "C", "H", "H", "H", "H", "H", "H", "H", "H", "H", "H", "H", "H", "H", "H", "H", "H", "H", "H", "H", "H", "H", "H", "H", "H", "H", "H", "H", "Br", "C", "C", "C", "C", "C", "C", "C", "O", "O", "H", "H", "H", "H", "C", "P", "C", "C", "C", "C", "C", "C", "C", "C", "C", "C", "C", "C", "P", "C", "C", "C", "C", "C", "C", "C", "C", "C", "C", "C", "C", "H", "H", "H", "H", "H", "H", "H", "H", "H", "H", "H", "H", "H", "H", "H", "H", "H", "H", "H", "H", "H", "H", "C", "O", "C", "O", "H", "H", "H"], "xyz": [[1.227, 0.556, 1.247], [-4.098, 3.507, 1.734], [-3.042, 3.847, 0.158], [-3.700, 5.582, -0.367], [-3.950, 2.720, -1.101], [-0.560, 2.394, 0.980], [0.500, 3.676, -0.969], [2.331, 3.273, -1.170], [0.393, 5.557, -0.898], [-0.327, 3.195, -2.605], [-0.130, 4.210, 2.765], [-1.112, 5.788, 2.401], [-0.821, 3.643, 4.417], [1.642, 4.803, 2.965], [-5.161, 3.386, 1.490], [-4.013, 4.323, 2.459], [-3.758, 2.596, 2.237], [-4.798, 5.615, -0.352], [-3.370, 5.832, -1.380], [-3.329, 6.366, 0.300], [-5.028, 2.928, -1.115], [-3.812, 1.663, -0.847], [-3.569, 2.854, -2.119], [2.941, 3.845, -0.466], [2.684, 3.477, -2.187], [2.498, 2.216, -0.948], [0.957, 5.968, -0.058], [-0.648, 5.871, -0.800], [0.799, 5.975, -1.826], [0.173, 2.343, -3.073], [-0.281, 4.039, -3.300], [-1.376, 2.938, -2.451], [-2.184, 5.587, 2.416], [-0.876, 6.225, 1.432], [-0.891, 6.529, 3.179], [-1.871, 3.361, 4.294], [-0.769, 4.460, 5.145], [-0.270, 2.783, 4.793], [2.068, 5.097, 2.001], [2.279, 4.033, 3.396], [1.647, 5.680, 3.621], [4.719, -0.974, -4.606], [4.321, -1.320, -2.769], [4.884, -2.429, -2.160], [4.579, -2.684, -0.830], [3.722, -1.851, -0.116], [3.179, -0.746, -0.761], [3.474, -0.466, -2.089], [3.355, -2.220, 1.329], [3.871, -3.268, 1.763], [2.536, -1.477, 1.930], [5.540, -3.084, -2.718], [4.990, -3.546, -0.321], [2.471, -0.109, -0.206], [3.039, 0.392, -2.585], [0.264, -2.876, 0.243], [-0.269, -1.110, 0.444], [-1.591, -0.960, -0.815], [-1.370, -0.067, -1.859], [-2.297, 0.072, -2.884], [-3.460, -0.680, -2.865], [-3.696, -1.572, -1.825], [-2.765, -1.711, -0.807], [-1.203, -1.271, 2.020], [-0.536, -1.835, 3.110], [-1.147, -1.892, 4.352], [-2.425, -1.377, 4.529], [-3.084, -0.795, 3.457], [-2.476, -0.739, 2.209], [0.897, -3.265, -1.454], [1.861, -4.804, -1.130], [2.662, -4.952, 0.001], [3.481, -6.065, 0.149], [3.517, -7.048, -0.827], [2.733, -6.905, -1.966], [1.921, -5.793, -2.117], [-0.578, -4.042, -2.248], [-0.945, -3.608, -3.515], [-2.022, -4.184, -4.181], [-2.743, -5.202, -3.581], [-2.385, -5.646, -2.312], [-1.309, -5.072, -1.656], [-0.524, -3.562, 0.561], [1.111, -2.973, 0.925], [-0.465, 0.529, -1.850], [-2.118, 0.786, -3.678], [-4.195, -0.564, -3.653], [-4.603, -2.163, -1.811], [-2.955, -2.404, 0.005], [0.491, -2.170, 2.998], [-0.605, -2.311, 5.191], [-2.894, -1.405, 5.506], [-4.069, -0.363, 3.589], [-2.992, -0.253, 1.390], [2.692, -4.193, 0.775], [4.100, -6.145, 1.034], [4.158, -7.914, -0.710], [2.755, -7.662, -2.742], [1.319, -5.694, -3.013], [-0.388, -2.800, -3.975], [-2.302, -3.825, -5.164], [-3.587, -5.647, -4.094], [-2.944, -6.443, -1.837], [-1.022, -5.437, -0.675], [4.277, 1.570, 1.717], [3.504, 1.753, 2.884], [2.136, 1.498, 2.799], [1.558, 1.643, 3.859], [4.994, 2.392, 1.652], [3.650, 1.576, 0.824], [4.813, 0.619, 1.765]], "forces_ev_per_a": [[-0.07, -0.80, 0.15], [0.05, 0.00, 0.02], [-0.08, -0.14, 0.19], [0.12, 0.05, -0.02], [0.08, -0.06, -0.04], [-0.64, 0.78, -0.24], [0.03, -0.02, 0.00], [0.06, -0.08, 0.04], [-0.06, 0.05, 0.04], [-0.08, -0.04, 0.02], [-0.19, 0.19, 0.03], [-0.01, 0.00, -0.03], [-0.02, -0.11, 0.02], [0.12, -0.06, -0.06], [0.01, 0.03, -0.02], [-0.01, -0.01, 0.01], [-0.03, -0.01, -0.02], [0.01, -0.04, 0.00], [-0.01, 0.00, 0.00], [-0.02, 0.00, -0.01], [0.01, 0.02, 0.02], [0.00, 0.02, 0.00], [-0.05, -0.01, -0.01], [0.01, -0.02, 0.01], [-0.01, 0.06, 0.00], [0.01, 0.00, -0.05], [0.00, 0.00, 0.00], [0.01, 0.03, -0.02], [0.02, 0.00, 0.01], [0.00, 0.00, 0.01], [0.02, -0.02, -0.03], [0.00, 0.02, -0.03], [-0.02, 0.02, 0.02], [0.02, 0.02, -0.01], [0.01, -0.02, 0.01], [0.00, 0.02, 0.01], [0.01, 0.00, 0.00], [0.01, 0.00, -0.01], [0.00, 0.02, 0.01], [0.01, 0.00, 0.01], [-0.01, 0.01, 0.00], [0.00, 0.00, 0.02], [-0.01, -0.01, 0.01], [-0.02, -0.01, 0.03], [0.08, 0.07, -0.04], [0.06, 0.02, -0.03], [-0.05, 0.02, 0.09], [0.01, 0.01, 0.04], [0.11, 0.64, 0.26], [0.45, 0.32, 0.54], [0.28, -0.28, -0.28], [0.00, -0.01, 0.01], [0.02, 0.03, -0.03], [0.46, -0.15, -0.41], [0.00, 0.00, 0.01], [0.02, 0.07, -0.18], [-0.14, 0.03, 0.30], [0.05, 0.00, -0.02], [0.01, -0.02, -0.01], [0.02, -0.03, 0.02], [0.00, -0.03, -0.01], [0.02, -0.02, -0.06], [0.04, -0.06, 0.00], [-0.01, -0.05, -0.13], [0.06, 0.01, 0.03], [-0.02, 0.01, -0.02], [-0.01, 0.01, -0.03], [0.03, -0.01, 0.03], [-0.01, 0.05, -0.02], [-0.01, -0.05, 0.02], [0.04, -0.16, -0.10], [-0.52, -0.19, -0.20], [-0.05, -0.02, -0.03], [0.00, 0.03, -0.02], [0.00, 0.00, -0.02], [-0.03, 0.02, -0.04], [0.03, 0.04, 0.10], [-0.07, 0.05, -0.01], [0.01, 0.07, 0.00], [-0.03, -0.02, 0.04], [0.01, 0.02, -0.01], [-0.05, -0.02, 0.02], [0.01, -0.02, -0.01], [-0.18, -0.01, 0.02], [-0.01, -0.01, 0.00], [0.01, 0.00, 0.00], [0.00, 0.00, 0.00], [-0.01, 0.00, 0.01], [0.01, -0.01, -0.01], [-0.01, 0.00, 0.00], [0.00, 0.00, 0.00], [0.00, 0.00, 0.00], [0.00, 0.01, 0.01], [0.02, 0.00, 0.01], [-0.08, -0.61, -0.22], [-0.01, 0.06, 0.04], [0.00, -0.02, 0.00], [0.00, -0.01, -0.02], [0.00, -0.02, -0.02], [0.00, 0.00, -0.01], [0.00, 0.00, -0.01], [0.00, 0.00, 0.00], [0.00, 0.00, 0.00], [0.01, 0.01, -0.01], [0.01, -0.02, 0.07], [0.12, 0.13, -0.10], [-0.10, 0.24, 0.40], [0.07, 0.03, -0.03], [0.02, -0.01, 0.01], [-0.02, 0.01, 0.00], [0.00, -0.02, -0.03]], "lowdin_charge": [0.22, -0.28, 0.37, -0.28, -0.28, 0.81, 0.26, -0.24, -0.24, -0.24, 0.29, -0.25, -0.23, -0.22, 0.01, 0.00, -0.01, 0.00, 0.00, -0.01, 0.01, 0.00, 0.00, 0.02, 0.02, -0.03, 0.01, 0.00, 0.02, 0.02, 0.02, -0.02, -0.01, 0.00, 0.02, 0.01, 0.02, 0.01, 0.01, 0.01, 0.02, 0.65, -0.69, -0.13, -0.03, -0.14, -0.08, -0.13, -0.66, -0.05, -0.09, 0.09, 0.11, 0.02, 0.09, -0.47, 0.92, -0.38, -0.12, -0.10, -0.10, -0.09, -0.10, -0.36, -0.09, -0.09, -0.11, -0.10, -0.12, 1.07, -0.35, -0.10, -0.08, -0.11, -0.11, -0.11, -0.40, -0.11, -0.10, -0.11, -0.09, -0.10, 0.06, 0.02, 0.07, 0.10, 0.10, 0.10, 0.11, 0.09, 0.10, 0.09, 0.09, 0.09, 0.06, 0.11, 0.09, 0.09, 0.10, 0.10, 0.10, 0.09, 0.09, 0.11, -0.13, -0.14, -0.56, -0.08, 0.08, 0.03, 0.08]}